Entry 1:
Molecular formula: C2H4N2O2S
Method: DFT, ωB97M-V/def2-TZVPD

CARTESIAN COORDINATES (ANGSTROEM)
S  -0.10992  0.68862  -1.32868
O  -0.21172  -2.76610  0.40234
O  0.25305  2.27740  0.81023
N  -0.67054  -0.37335  -0.08882
N  0.52256  -1.99785  1.19819
C  0.33359  -0.77114  0.91997
C  0.25276  2.17695  -0.37787
H  -0.70320  -2.20005  -0.18481
H  0.83769  -0.01704  1.56978
H  0.32344  3.15537  -1.11123
H  -1.51205  0.11706  0.26630

Computed properties:
**Structure (SMILES)**: O=CSN/C=N\O
**Gap between HOMO and LUMO**: 10.3 eV
**Highest occupied orbital energy**: -10.0 eV

Results of the natural (NBO) charge analysis, in e, for atoms 1 through 4:
1 S 0.408
2 O -0.532
3 O -0.532
4 N -0.846

=====

Entry 2:
Molecular formula: C3H6N2O2
Method: DFT, ωB97M-V/def2-TZVPD

CARTESIAN COORDINATES (ANGSTROEM)
O  -0.25821  -0.19056  -1.10632
O  -2.23057  0.01994  0.10907
N  0.58604  0.22511  0.01545
N  -1.52080  0.12308  1.25207
C  -1.45923  0.53323  -0.96349
C  1.74291  -0.58762  0.00318
C  -0.20204  0.14590  1.15757
H  2.43382  -0.27016  -0.75583
H  -1.96680  0.42648  -1.93637
H  0.32876  0.16895  2.15495
H  2.22741  -0.47666  0.98650
H  1.55823  -1.68216  -0.21571
H  -1.23953  1.56448  -0.70106

Computed properties:
**Structure (SMILES)**: CN1C=NOCO1
**Gap between HOMO and LUMO**: 9.7 eV
**Highest occupied orbital energy**: -8.8 eV

Results of the natural (NBO) charge analysis, in e, for atoms 1 through 4:
1 O -0.385
2 O -0.360
3 N -0.175
4 N -0.157

=====

Entry 3:
Molecular formula: C2H3NO2S
Method: DFT, ωB97M-V/def2-TZVPD

CARTESIAN COORDINATES (ANGSTROEM)
S  1.89981  -0.59881  -0.65511
O  1.17826  -0.89976  0.75798
O  3.29324  -0.27531  -0.63523
N  -1.62203  0.03873  0.49893
C  0.48252  0.17348  0.47029
C  -0.57265  0.52849  -0.41088
H  -1.55014  -0.64547  1.27165
H  -2.58062  0.47827  0.20837
H  -0.52839  1.20038  -1.50601

Computed properties:
**Gap between HOMO and LUMO**: 7.9 eV
**Highest occupied orbital energy**: -8.0 eV

Results of the natural (NBO) charge analysis, in e, for atoms 1 through 4:
1 S 1.268
2 O -0.653
3 O -0.905
4 N -0.863